Computed, not measured: a cluster of 12 separate species, C73H174N10O19 in total, with ωB97M-V/def2-TZVPD.

The value obtained for the maximum force is 3.73 eV/A. The total charge is 0. Its LUMO energy is 0.437 eV.

```
276
Properties=species:S:1:pos:R:3:mulliken_charge:R:1
C -7.480 1.692 4.748 -0.59
O -6.986 0.402 4.561 -0.48
C -6.073 0.318 3.432 0.28
C -5.234 -0.979 3.569 -0.44
N -4.415 -0.842 4.798 0.22
C -3.473 -1.950 4.780 -0.54
C -2.165 -1.601 5.509 -0.22
O -1.508 -2.762 5.805 -0.49
C -0.300 -2.525 6.474 -0.63
H -8.218 1.628 5.557 0.25
H -7.935 2.055 3.828 0.32
H -6.667 2.365 4.910 0.15
H -5.464 1.275 3.514 -0.34
H -6.623 0.324 2.482 0.45
H -4.514 -0.934 2.795 -0.15
H -5.874 -1.856 3.526 0.32
H -5.053 -0.854 5.580 0.36
H -3.125 -2.292 3.795 -0.34
H -3.916 -2.824 5.141 0.46
H -2.338 -1.000 6.347 0.73
H -1.578 -0.924 4.872 -0.05
H 0.501 -2.164 5.856 0.06
H 0.088 -3.486 6.827 0.30
H -0.434 -1.896 7.363 0.43
C -6.408 -1.239 -0.252 -0.97
O -5.759 -0.070 -0.593 0.40
C -6.686 0.952 -0.811 -0.78
C -6.097 2.369 -0.817 -1.05
N -5.351 2.643 0.381 0.35
C -5.137 4.092 0.614 -0.61
C -4.476 4.302 1.960 -1.22
O -3.264 3.678 2.128 0.06
C -2.188 4.281 1.488 -0.72
H -5.678 -2.020 -0.052 0.17
H -7.019 -1.643 -1.072 0.33
H -7.104 -1.159 0.591 0.36
H -7.349 0.940 0.049 0.43
H -7.287 0.689 -1.694 0.36
H -6.898 3.088 -0.807 0.77
H -5.497 2.473 -1.758 0.03
H -4.483 2.151 0.345 -0.21
H -6.128 4.550 0.837 0.49
H -4.730 4.690 -0.245 0.24
H -5.114 3.971 2.712 0.42
H -4.390 5.417 2.125 0.44
H -1.293 3.809 1.886 -0.05
H -2.156 5.362 1.659 0.48
H -2.252 4.147 0.417 0.11
C 2.581 -4.265 -3.712 -0.26
O 3.321 -3.639 -4.698 -0.14
C 3.341 -4.230 -5.953 -0.87
C 2.098 -3.899 -6.821 -0.40
N 1.951 -2.437 -6.790 -0.08
C 0.657 -1.926 -7.219 -1.50
C -0.484 -1.804 -6.159 0.50
O -0.851 -3.116 -5.852 -0.41
C -1.878 -3.229 -4.898 -0.37
H 2.916 -5.309 -3.579 0.42
H 1.487 -4.321 -3.890 0.24
H 2.644 -3.758 -2.727 -0.31
H 3.309 -5.320 -5.869 0.44
H 4.284 -4.026 -6.464 0.34
H 1.194 -4.406 -6.431 0.17
H 2.237 -4.276 -7.821 0.44
H 2.322 -1.978 -5.962 0.01
H 0.254 -2.518 -8.037 0.51
H 0.735 -0.884 -7.609 0.43
H -1.267 -1.261 -6.648 0.52
H -0.171 -1.278 -5.217 -0.36
H -1.837 -4.210 -4.412 0.25
H -2.899 -3.128 -5.253 0.39
H -1.747 -2.474 -4.127 -0.02
C 1.314 4.396 0.109 0.64
O 1.408 5.259 1.241 -0.62
C 1.632 4.478 2.432 0.44
C 1.889 5.372 3.596 -0.88
N 1.899 4.525 4.798 0.41
C 2.625 5.050 5.978 -0.60
C 2.062 6.469 6.342 -0.53
O 2.597 6.901 7.574 -0.36
C 2.646 8.298 7.802 -0.65
H 1.346 5.035 -0.781 0.23
H 0.355 3.935 0.132 -0.46
H 2.031 3.588 0.077 -0.17
H 2.531 3.881 2.291 -0.28
H 0.761 3.895 2.713 -0.10
H 1.022 5.990 3.704 0.61
H 2.736 6.026 3.543 0.37
H 2.269 3.606 4.561 -0.45
H 3.712 5.136 5.832 0.29
H 2.398 4.323 6.753 0.41
H 1.007 6.317 6.360 0.26
H 2.339 7.203 5.561 0.39
H 3.687 8.706 7.877 0.23
H 2.095 8.604 8.671 0.28
H 2.195 8.849 6.927 0.28
C -2.376 2.250 -6.557 -0.86
O -1.154 2.602 -5.901 -0.21
C -1.420 3.572 -4.910 -0.45
C -0.212 3.859 -4.034 0.58
N 0.860 4.438 -4.841 -0.37
C 2.075 4.800 -4.086 -0.16
C 3.171 5.361 -4.967 -0.82
O 3.629 4.443 -5.925 -0.30
C 4.741 4.896 -6.745 -0.93
H -3.214 2.098 -5.908 0.38
H -2.164 1.327 -7.079 0.19
H -2.582 3.009 -7.332 0.32
H -2.208 3.277 -4.196 0.17
H -1.818 4.526 -5.366 0.38
H 0.047 3.008 -3.438 -0.47
H -0.543 4.645 -3.307 0.34
H 1.128 3.761 -5.572 0.28
H 2.385 3.999 -3.426 -0.10
H 1.798 5.572 -3.421 0.62
H 4.048 5.558 -4.278 0.25
H 2.742 6.305 -5.363 0.50
H 4.864 4.146 -7.478 0.29
H 5.650 5.012 -6.184 0.35
H 4.491 5.824 -7.234 0.34
C -2.721 -4.283 1.350 0.41
O -3.315 -5.272 0.466 -0.48
C -3.023 -5.016 -0.926 0.07
C -3.953 -5.833 -1.761 -0.88
N -3.949 -7.283 -1.524 -0.23
C -4.930 -7.982 -2.298 -0.53
C -4.707 -9.482 -2.147 -0.42
O -5.455 -10.191 -3.103 -0.37
C -5.091 -10.101 -4.458 -0.76
H -3.180 -3.234 1.194 -0.19
H -1.634 -4.254 1.180 -0.18
H -2.932 -4.610 2.337 0.32
H -2.022 -5.242 -1.155 0.35
H -3.268 -3.984 -1.186 0.00
H -3.702 -5.631 -2.842 0.26
H -4.985 -5.437 -1.649 0.33
H -4.158 -7.428 -0.548 0.27
H -4.758 -7.689 -3.393 0.27
H -5.955 -7.702 -2.130 0.29
H -5.151 -9.814 -1.188 0.27
H -3.636 -9.814 -2.184 0.34
H -5.476 -9.290 -5.021 0.30
H -5.391 -11.067 -4.989 0.24
H -4.012 -9.962 -4.612 0.35
C 6.591 5.632 2.997 -0.73
O 6.842 4.281 2.949 -0.48
C 5.866 3.615 2.147 0.16
C 6.067 2.124 2.136 -0.26
N 5.184 1.447 3.028 0.01
C 5.120 1.824 4.419 -0.26
C 4.064 1.132 5.167 -0.83
O 2.789 1.521 4.581 1.07
C 1.699 1.126 5.381 -1.10
H 5.588 5.934 3.198 0.18
H 6.755 6.054 2.011 0.38
H 7.270 6.098 3.741 0.25
H 6.052 4.051 1.180 0.77
H 4.847 3.877 2.532 -0.44
H 7.081 1.963 2.349 0.71
H 5.828 1.828 1.055 -0.71
H 4.229 1.441 2.649 -0.18
H 4.911 2.870 4.647 0.07
H 6.077 1.608 4.911 0.35
H 4.060 1.497 6.237 0.39
H 4.016 0.011 5.185 0.20
H 0.827 0.978 4.787 0.12
H 1.435 1.809 6.191 0.23
H 1.887 0.151 5.821 0.51
C -1.109 -1.204 1.337 -0.31
C -0.398 0.089 0.849 2.96
C 0.817 -0.153 -0.047 0.16
C 0.271 -0.700 -1.373 -0.15
C -0.531 0.396 -2.045 -0.23
C -1.817 0.688 -1.285 2.43
N -1.407 0.959 0.121 0.44
O -2.511 1.062 0.914 1.28
C -2.587 1.908 -1.843 -0.99
C -2.671 -0.588 -1.395 0.10
C 0.025 0.920 2.034 -1.12
H -2.095 -0.949 1.701 -0.57
H -0.548 -1.612 2.156 0.32
H -1.213 -1.963 0.557 -0.28
H 1.420 0.740 -0.142 -0.60
H 1.454 -0.986 0.380 -0.94
H -0.222 -1.640 -1.241 0.87
H 1.144 -0.945 -1.985 -0.38
H -0.807 0.184 -3.066 0.48
H 0.087 1.308 -2.123 -1.42
H -1.982 2.800 -1.605 -0.03
H -2.792 1.802 -2.929 0.06
H -3.511 1.922 -1.343 -0.59
H -2.142 -1.510 -1.078 -0.55
H -3.540 -0.478 -0.719 -0.53
H -3.133 -0.722 -2.420 0.08
H -0.796 1.083 2.747 -0.14
H 0.315 1.931 1.681 -0.61
H 0.862 0.517 2.640 0.25
H -2.546 1.968 1.197 -0.76
C 5.090 2.963 -1.775 -1.04
C 5.025 1.578 -2.287 1.65
C 4.024 0.760 -1.403 -0.14
C 3.857 -0.614 -2.103 -0.71
C 3.220 -0.329 -3.443 0.03
C 4.208 0.426 -4.358 1.97
N 4.521 1.657 -3.667 1.50
O 5.411 2.410 -4.547 -0.58
C 5.376 -0.430 -4.846 -1.78
C 3.415 0.867 -5.603 -1.43
C 6.424 1.016 -2.173 -2.13
H 5.615 3.515 -2.578 0.67
H 5.440 3.112 -0.767 -0.52
H 4.117 3.445 -1.838 0.00
H 4.486 0.656 -0.407 0.41
H 3.074 1.317 -1.391 -0.69
H 3.240 -1.317 -1.532 -0.29
H 4.816 -1.101 -2.255 0.79
H 2.316 0.299 -3.272 -0.20
H 2.894 -1.251 -3.956 -0.42
H 5.726 -1.146 -4.113 0.24
H 5.069 -0.973 -5.790 0.32
H 6.191 0.228 -5.078 0.51
H 2.762 0.039 -6.011 -0.23
H 2.764 1.662 -5.247 0.08
H 4.149 1.163 -6.331 0.73
H 6.857 1.346 -1.230 0.54
H 7.032 1.342 -3.009 0.38
H 6.460 -0.038 -2.232 0.34
H 4.819 3.067 -4.973 0.27
C 3.297 -5.564 4.850 -2.06
C 2.702 -4.686 3.784 2.21
C 3.288 -3.232 4.019 -2.25
C 3.090 -2.264 2.898 3.17
C 3.576 -2.840 1.641 -1.19
C 2.960 -4.316 1.305 1.87
N 3.261 -5.209 2.470 -0.11
O 2.647 -6.466 2.266 -0.45
C 1.410 -4.173 0.937 -0.72
C 3.609 -4.956 0.124 -1.78
C 1.148 -4.674 3.904 -0.66
H 2.830 -6.526 4.670 0.48
H 3.112 -5.195 5.843 0.40
H 4.382 -5.690 4.663 0.44
H 2.693 -2.883 4.899 0.25
H 4.336 -3.255 4.361 0.50
H 3.672 -1.363 3.229 -0.65
H 2.013 -2.056 2.849 -1.31
H 4.671 -2.997 1.678 0.46
H 3.406 -2.314 0.730 -0.25
H 0.864 -3.558 1.660 -0.48
H 1.500 -3.627 -0.041 -0.18
H 0.977 -5.144 0.807 0.89
H 3.864 -4.220 -0.638 0.20
H 4.581 -5.460 0.366 0.46
H 2.904 -5.693 -0.341 0.28
H 0.765 -4.952 4.900 0.20
H 0.795 -5.436 3.153 0.28
H 0.745 -3.647 3.788 -0.35
H 3.451 -7.001 2.081 0.39
C -5.657 -2.136 -4.310 -0.68
C -5.977 -0.791 -3.693 0.94
O -7.318 -0.488 -3.473 -0.49
H -6.048 -2.251 -5.333 0.43
H -5.958 -2.827 -3.576 0.34
H -4.543 -2.158 -4.423 -0.21
H -5.478 0.009 -4.308 0.05
H -5.520 -0.778 -2.728 -0.60
H -7.839 -0.744 -4.262 0.30
C -2.173 2.425 5.707 -0.27
C -3.645 2.834 5.762 0.14
O -4.467 1.726 6.040 -0.50
H -2.060 1.505 5.065 -0.36
H -1.664 2.142 6.666 0.30
H -1.542 3.227 5.305 0.24
H -3.917 3.395 4.853 -0.24
H -3.856 3.483 6.630 0.39
H -4.172 0.979 5.494 0.36
```